12
Properties=species:S:1:pos:R:3:lowdin_charge:R:1 method="wB97M-V/def2-TZVPD" lumo_ev=-0.06 de_lowest_kcal_mol=142.86 homo_energy_ha=-0.3456 homo_lumo_gap_ha=0.343 largest_force_ev_per_a=7.4
O 0.524 -1.306 1.236 -0.092
O 2.610 0.246 -0.096 -0.159
N 1.387 1.208 0.138 0.083
N -1.321 -1.037 -0.661 0.094
N 0.143 -0.772 -0.254 0.001
N -0.949 1.190 -0.228 0.116
C 0.313 0.611 0.003 -0.474
C -1.775 0.186 -0.744 -0.174
H 2.221 -0.367 0.858 0.189
H -2.778 0.080 -1.095 0.116
H 0.943 -2.208 1.020 0.124
H -1.318 2.170 -0.177 0.175